1.
Density functional theory data (wB97M-V/def2-TZVPD) for a molecular structure, C19H18AuCl3GeN2Se3Te at a distorted geometry.

```
48
Properties=species:S:1:pos:R:3
H 3.546 0.369 -0.768
H -3.740 -1.022 -0.806
C 2.968 -0.527 -0.954
N 1.441 2.102 2.426
C -1.163 2.557 -0.353
C -3.426 -0.857 0.225
H -4.044 -0.064 0.647
H 3.359 -3.670 -2.167
C 1.631 -0.546 -0.675
Se -1.243 -3.879 4.059
C -1.480 1.129 -2.259
H -2.290 -2.999 -0.674
C -0.545 -1.773 -0.602
H 0.334 1.405 4.663
Se -2.634 -2.174 3.773
H -1.229 4.367 -3.212
H -3.593 -1.764 0.805
H -1.064 2.694 0.720
Cl 1.480 5.330 0.887
H 1.154 0.338 -0.269
H -1.536 2.108 -4.164
Cl 2.476 3.212 -0.836
H -0.814 0.437 5.338
C -1.121 3.666 -1.189
Te 0.435 -3.531 2.125
C -1.233 -2.928 -0.899
C 2.883 -2.795 -1.742
C 0.734 -4.006 -1.753
C -1.431 2.236 -3.094
Au -0.917 0.251 2.530
H -1.202 1.950 4.834
C 2.477 3.872 0.801
C 0.850 -1.706 -0.910
C -0.603 -4.044 -1.493
Ge -1.545 -0.315 0.230
Cl 4.122 4.217 1.335
C -1.255 3.504 -2.559
N -0.642 1.131 4.619
C 3.606 -1.666 -1.488
H 1.235 -4.859 -2.194
C -1.349 1.279 -0.879
Se 1.102 -1.299 2.580
C 1.899 2.873 1.710
H -0.986 4.655 -0.771
H -1.184 -4.925 -1.731
C 1.494 -2.842 -1.465
H -1.620 0.144 -2.690
H 4.665 -1.636 -1.707
```

- Relative energy (zero: lowest compared OMol25 entry of this formula, charge and spin): 50.1 kJ/mol
- Kohn-Sham gap (spin up / spin down): 0.1933 / 0.1933 Eh
- HOMO (spin up / spin down): -10.759 / -10.751 eV
- Spin multiplicity: 2
- Molar mass: 1014.8 g mol⁻¹
- Charge: +1
- E: -11909.6126 Ha
- E_LUMO (spin up / spin down): -5.500 / -5.492 eV

=====

2.
Density functional theory data (wB97M-V/def2-TZVPD) for a molecular structure, C14H8ClNO6RuSe2Te2 at a distorted geometry.

```
35
Properties=species:S:1:pos:R:3
O -1.957 2.102 0.981
C 1.732 2.125 -0.339
C 3.005 -1.780 -1.649
N 5.339 -1.118 -1.236
O 0.468 2.452 -0.403
Cl -3.069 -3.376 4.715
O -1.890 0.589 -0.560
C 3.488 0.443 -0.804
Te -1.922 3.068 -5.050
O 6.107 -0.250 -0.880
C -2.704 -0.815 3.957
C -2.392 -1.499 1.274
Se -0.454 2.227 -3.268
H 0.937 -2.218 -1.962
C 1.656 -1.477 -1.639
Ru -1.392 2.426 -1.079
H 4.202 1.186 -0.480
C -2.470 0.172 3.017
H -2.686 -3.530 1.917
C -2.316 -0.170 1.677
O 5.670 -2.231 -1.595
Te -4.231 3.411 -3.811
H -2.398 1.210 3.311
C 3.894 -0.805 -1.228
C 1.221 -0.227 -1.216
H -2.269 -1.749 0.229
H 0.163 -0.016 -1.202
C -2.779 -2.137 3.541
Se -3.538 3.280 -1.425
C -2.625 -2.491 2.209
C 2.129 0.738 -0.799
C -2.054 0.887 0.693
H 3.377 -2.741 -1.971
O 2.580 2.884 0.071
H -2.824 -0.572 5.003
```

- Relative energy (zero: lowest compared OMol25 entry of this formula, charge and spin): 79.2 kJ/mol
- Kohn-Sham gap (spin up / spin down): 0.1786 / 0.1783 Eh
- HOMO (spin up / spin down): -8.303 / -8.302 eV
- Spin multiplicity: 1
- Molar mass: 835.9 g mol⁻¹
- E: -6938.4305 Ha
- E_LUMO (spin up / spin down): -3.443 / -3.451 eV

=====

3.
Density functional theory data (wB97M-V/def2-TZVPD) for C3H6N4O3S2 in the gas phase at a distorted geometry.

```
18
Properties=species:S:1:pos:R:3
H 0.945 -2.689 0.182
O 0.324 2.866 -0.229
S -2.286 -0.100 -1.134
N -0.340 -1.810 1.167
C 1.540 -0.463 0.140
C 1.063 1.927 -0.435
N -0.853 -0.967 1.821
N -1.714 1.082 0.476
C 0.520 -1.689 0.087
H 2.338 -0.516 1.004
H 2.146 -0.288 -0.874
N 0.926 0.810 0.340
H -2.109 1.987 0.362
H 1.774 2.030 -1.260
S -0.470 0.851 1.409
O -0.989 -0.324 -1.761
O -2.698 -1.254 -0.437
H -0.119 -1.454 -0.858
```

- Relative energy (zero: lowest compared OMol25 entry of this formula, charge and spin): 101.8 kJ/mol
- Kohn-Sham gap: 0.3319 Eh
- HOMO: -9.172 eV
- Spin multiplicity: 1
- Molar mass: 210.2 g mol⁻¹
- E: -1358.8681 Ha
- E_LUMO: -0.140 eV

=====

4.
Density functional theory data (wB97M-V/def2-TZVPD) for a molecular structure, C49H54I2N5OP2SeSiZr at a distorted geometry.

```
116
Properties=species:S:1:pos:R:3
C 0.425 0.893 -4.427
I -1.660 4.284 -2.448
H -4.853 2.851 2.747
C 3.399 4.758 -1.428
H 0.644 -3.285 -3.218
C 5.016 -1.548 2.101
C -3.646 0.737 -4.150
C -0.745 -5.301 0.780
H 4.983 0.647 2.244
C 0.298 -0.663 3.550
C 4.343 -0.373 -2.311
P 1.869 0.911 -1.979
H 3.126 -3.896 -1.343
H 0.009 -4.848 -1.138
H -3.811 -4.295 -0.651
C 4.662 -2.763 -2.024
H 4.211 1.112 -0.314
C 0.172 -3.151 0.165
H -3.507 -1.411 4.547
H -0.924 1.110 3.350
C -0.939 -4.927 2.093
C -0.812 6.311 -2.834
C 5.174 -1.497 -2.261
C 3.020 -0.521 -1.966
P 0.483 -1.045 1.764
H -0.553 -3.386 3.591
H 1.182 -2.099 6.512
N -2.401 0.554 1.073
C -4.382 -2.475 -2.493
H -4.515 -0.569 1.808
C 2.513 -1.787 -1.573
H -2.751 -0.402 1.290
C 3.371 -2.888 -1.593
C -3.333 -1.315 3.492
H 6.215 -1.485 -2.439
H 3.212 5.793 -1.754
C 2.609 1.831 -4.595
H -3.558 0.325 -5.199
Se 0.763 2.142 0.960
H -4.958 -1.510 -4.265
H -1.451 -5.634 2.778
Zr -0.529 0.506 -0.191
C -0.001 -0.360 6.252
H -3.618 -2.323 3.093
H 3.470 2.211 -4.079
H -1.038 -6.306 0.466
H 6.080 -1.580 2.322
C 4.466 -0.294 2.031
H -1.706 3.045 2.475
H -3.167 3.483 4.500
H 4.788 0.582 -2.415
H 1.004 1.921 -7.546
H -1.612 6.835 -3.344
C -0.471 0.397 4.026
H -2.889 1.522 -4.022
C 3.991 2.134 -0.642
N -3.792 1.117 2.812
C 3.086 -0.169 1.903
H 2.234 -3.380 1.549
N -2.715 -1.322 -1.189
O -2.062 0.695 -1.990
H 5.499 3.002 0.516
C -0.538 -3.647 2.507
C -0.101 -4.484 -0.115
C -2.869 1.458 1.887
Si 0.628 -1.850 -1.207
C -4.006 2.787 4.710
C -0.151 -2.675 -2.731
H -0.359 -1.895 -3.430
C -4.271 -0.297 2.814
H -0.063 -0.202 7.274
C 1.599 1.255 -3.756
C -0.622 0.544 5.383
C -3.506 -2.377 -1.287
C 0.785 -1.379 5.745
H 1.595 -2.286 3.913
C 2.301 -1.285 1.757
C 2.415 1.985 -5.984
C -4.580 2.156 3.461
C 4.491 4.499 -0.604
H -5.217 -0.259 3.375
H -2.277 -1.127 3.287
H -3.669 2.008 5.397
C 0.950 -1.540 4.387
H 5.068 5.279 -0.107
C -4.372 -1.441 -3.364
C -2.811 -0.307 -2.113
H -2.590 -3.399 0.108
H 2.671 0.853 1.990
I -0.249 7.437 -1.151
H 5.306 -3.620 -2.093
H -3.255 3.621 1.760
H -1.057 -3.226 -2.474
H -1.808 2.933 0.780
C 2.884 2.354 -1.478
H 0.037 6.146 -3.474
H 4.715 -3.651 1.882
C 1.195 1.692 -6.530
C 0.193 1.116 -5.773
H -4.755 3.284 5.262
H -5.574 1.670 3.715
N -3.467 -3.385 -0.361
H 1.667 3.897 -2.380
H 3.196 2.438 -6.569
C -0.059 -2.753 1.519
C 2.895 -2.537 1.738
H -1.156 1.382 5.893
C -2.415 2.877 1.679
N -3.584 -0.368 -3.207
C 4.265 -2.701 1.904
C 4.759 3.198 -0.208
H -5.046 -3.284 -2.687
H -0.329 0.415 -3.853
C 2.597 3.671 -1.839
H -0.753 0.876 -6.292
H -4.621 1.237 -4.027
```

- Kohn-Sham gap: 0.2425 Eh
- HOMO: -8.908 eV
- Spin multiplicity: 1
- Molar mass: 1243.0 g mol⁻¹
- Charge: +1
- E: -6264.6153 Ha
- E_LUMO: -2.310 eV

=====

5.
Density functional theory data (wB97M-V/def2-TZVPD) for a molecular structure, C2HCuFO2 at a distorted geometry.

```
7
Properties=species:S:1:pos:R:3
O -2.047 1.422 -0.593
Cu 1.892 -0.239 -1.519
C -0.548 -0.072 0.760
O 0.510 -0.403 0.153
C -1.547 0.680 0.139
H -0.685 -0.225 1.886
F -4.117 1.104 1.826
```

- Relative energy (zero: lowest compared OMol25 entry of this formula, charge and spin): 285.7 kJ/mol
- Kohn-Sham gap (spin up / spin down): 0.1082 / 0.1086 Eh
- HOMO (spin up / spin down): -6.755 / -6.765 eV
- Spin multiplicity: 2
- Molar mass: 139.6 g mol⁻¹
- E: -1967.3849 Ha
- E_LUMO (spin up / spin down): -3.811 / -3.810 eV

=====

6.
Density functional theory data (wB97M-V/def2-TZVPD) for a molecular structure, C45H41BrN4RuSSb2 at a distorted geometry.

```
95
Properties=species:S:1:pos:R:3
C -5.271 1.439 2.731
C -1.146 -2.900 -1.220
C -4.327 0.459 2.998
C -3.496 0.001 1.984
C 0.175 0.721 -4.956
C -5.714 -1.028 -4.326
H -0.457 1.467 -5.419
C 0.940 -0.128 -5.740
C 0.208 0.611 -3.574
C 3.093 -0.756 2.338
C 0.820 1.406 4.096
C -5.140 -0.795 -2.006
H 5.997 1.758 1.961
H -6.448 -1.238 -5.092
C 5.450 -0.188 2.611
H -1.954 4.950 1.791
H -1.309 -2.610 -2.263
H 1.476 -3.610 3.357
H -2.695 4.102 0.426
H -2.778 -0.781 2.209
H 6.443 -0.460 2.945
N 0.374 3.801 -2.467
H 0.529 -3.073 0.141
H 0.914 -0.044 -6.817
C -3.472 -0.448 -3.694
H -4.618 1.947 -0.545
H 1.765 0.881 4.045
N -0.822 3.113 -0.638
C 5.477 -1.010 -1.502
C 2.845 0.490 1.685
H 3.947 0.460 -1.728
C -5.371 1.968 1.454
H 3.778 2.324 1.121
H 0.663 1.371 6.227
H 5.641 -2.651 3.620
H 6.249 -0.356 -1.885
C 5.199 1.034 2.064
H -3.225 3.758 2.082
H 2.741 -3.336 -0.125
H -2.453 -0.210 -3.984
C 2.297 -2.933 3.168
C 1.783 -1.187 -3.756
C 3.909 1.358 1.597
C -3.587 0.527 0.698
C 5.791 -2.302 -1.112
C -2.367 3.997 1.457
C 0.313 -2.655 -0.839
H 2.337 -1.751 -5.743
C 0.291 3.134 -1.287
C -4.411 -0.723 -4.679
C 4.173 -0.551 -1.408
C -2.178 -2.230 -0.319
C -4.528 1.522 0.448
H 0.966 -3.138 -1.567
H -6.109 2.730 1.238
H -0.410 1.264 -2.983
H 1.281 3.988 -2.858
C 1.016 -0.336 -2.967
C 2.087 -1.710 2.612
C -3.829 -0.482 -2.351
C 1.739 -1.084 -5.139
H -3.171 -2.660 -0.455
H -5.438 -0.826 -0.965
Ru 1.018 1.124 1.014
Sb -2.318 -0.148 -0.884
S 1.774 2.357 -0.721
N 0.293 1.770 2.928
C 4.631 -2.397 3.329
C -6.078 -1.065 -2.988
N -0.647 2.466 0.565
H 2.434 -1.925 -3.302
H 5.037 -4.140 -0.311
H -7.095 -1.306 -2.710
H -1.532 2.579 6.214
C 4.800 -3.131 -0.621
C 0.198 1.680 5.303
H 3.806 -4.261 3.950
C 4.398 -1.120 2.762
H -5.936 1.780 3.513
Sb 1.139 -0.660 -0.867
H 6.809 -2.660 -1.191
C -1.019 2.355 5.290
H -1.296 -3.985 -1.191
C 3.617 -3.291 3.515
C 3.492 -2.670 -0.525
Br 0.259 -1.224 2.242
H -1.911 -2.346 0.730
H -4.123 -0.698 -5.721
H -0.363 4.455 -2.677
H -2.503 3.283 4.044
C -1.567 2.749 4.078
C 3.166 -1.376 -0.916
C -1.332 2.930 1.562
C -0.888 2.452 2.899
H -4.250 0.036 3.991
```

- Relative energy (zero: lowest compared OMol25 entry of this formula, charge and spin): 51.5 kJ/mol
- Kohn-Sham gap (spin up / spin down): 0.2493 / 0.2274 Eh
- HOMO (spin up / spin down): -10.086 / -10.002 eV
- Spin multiplicity: 2
- Molar mass: 1094.4 g mol⁻¹
- Charge: +1
- E: -5505.7800 Ha
- E_LUMO (spin up / spin down): -3.302 / -3.813 eV

=====

7.
Density functional theory data (wB97M-V/def2-TZVPD) for C5H11N3 in the gas phase.

```
19
Properties=species:S:1:pos:R:3
H 1.972 -1.026 -0.978
C -0.905 -0.334 -0.468
N -2.169 -0.971 1.696
C -1.371 -0.303 1.092
C 0.437 0.247 -0.280
H 2.394 -0.157 0.506
H -1.243 -1.768 -1.898
H 1.550 2.097 -0.256
C 1.585 -0.669 -0.016
H -0.131 2.254 -0.825
N -0.341 0.650 1.614
N -0.968 -1.703 -0.927
H 1.089 1.502 -1.851
H -1.553 0.357 -1.021
H -0.708 1.598 1.706
H -0.003 0.364 2.536
H 1.267 -1.551 0.536
H -1.651 -2.198 -0.354
C 0.749 1.609 -0.813
```

- Relative energy (zero: lowest compared OMol25 entry of this formula, charge and spin): 335.3 kJ/mol
- Kohn-Sham gap (spin up / spin down): 0.2695 / 0.2694 Eh
- HOMO (spin up / spin down): -7.148 / -7.147 eV
- Spin multiplicity: 1
- Molar mass: 113.2 g mol⁻¹
- E: -361.2617 Ha
- E_LUMO (spin up / spin down): 0.186 / 0.185 eV

=====

8.
Density functional theory data (wB97M-V/def2-TZVPD) for C2H3N3O2 in the gas phase at a distorted geometry.

```
10
Properties=species:S:1:pos:R:3
H -1.321 1.905 -0.137
C 0.884 -0.130 -0.058
H 2.824 0.280 0.186
N -0.823 1.052 0.022
N -0.159 -0.984 0.066
C -1.318 -0.162 0.034
N 0.507 1.098 -0.060
O -2.469 -0.556 -0.210
O 2.169 -0.524 -0.195
H -0.293 -1.979 0.352
```

- Relative energy (zero: lowest compared OMol25 entry of this formula, charge and spin): 113.4 kJ/mol
- Kohn-Sham gap: 0.3343 Eh
- HOMO: -8.731 eV
- Spin multiplicity: 1
- Molar mass: 101.1 g mol⁻¹
- E: -392.7503 Ha
- E_LUMO: 0.366 eV
- SMILES: O=c1[nH]nc(O)[nH]1

=====

9.
Density functional theory data (wB97M-V/def2-TZVPD) for 2 unconnected molecules or ions with the total composition C8H9NO6S.

```
25
Properties=species:S:1:pos:R:3
H 2.591 2.067 -1.635
H 1.112 1.096 -1.831
C 0.752 4.177 -1.385
O 0.439 5.269 -1.729
C -2.205 -2.491 -0.675
N -1.065 -1.801 -0.635
H -1.050 -1.023 2.633
H -2.501 -2.879 -1.640
O 0.464 -0.555 0.525
C -2.588 -2.197 1.662
C -2.999 -2.712 0.441
S 1.797 -1.318 1.124
H 2.938 -2.531 -0.204
C 1.122 2.380 -0.057
H -3.182 -2.335 2.553
C 1.511 2.044 -1.483
O 0.993 3.808 -0.107
H 1.868 2.098 0.680
C -1.405 -1.477 1.720
O 2.261 -1.851 -0.344
O 2.685 -0.252 1.504
C -0.699 -1.323 0.534
H -3.919 -3.268 0.346
O 0.920 3.124 -2.218
H 0.160 1.949 0.220
```

- Kohn-Sham gap: 0.3859 Eh
- HOMO: -10.352 eV
- Spin multiplicity: 1
- Molar mass: 247.2 g mol⁻¹
- E: -1214.6256 Ha
- E_LUMO: 0.149 eV